Arrangement a

Formula: C20H38N2O2
Source: OMol25
Level of theory: ωB97M-V with the def2-TZVPD basis set

Each line ends with the Löwdin charge.
Cartesian coordinates (Å):
1 C -8.066 -1.684 0.005  -0.21
2 C -7.582 -1.205 1.370  -0.20
3 C -6.893 0.150 1.248  -0.14
4 H -7.597 0.899 0.881  0.12
5 H -6.530 0.483 2.222  0.12
6 C -5.717 0.079 0.269  -0.36
7 C -6.211 -0.406 -1.097  -0.14
8 C -6.898 -1.762 -0.973  -0.20
9 H -7.252 -2.085 -1.954  0.11
10 H -6.177 -2.503 -0.618  0.11
11 H -6.911 0.335 -1.487  0.13
12 H -5.371 -0.467 -1.792  0.11
13 H -4.972 -0.628 0.659  0.15
14 O -5.136 1.374 0.152  -0.11
15 C -3.772 1.482 0.467  -0.20
16 H -3.600 2.555 0.581  0.12
17 C -2.855 0.900 -0.619  -0.18
18 N -1.472 0.840 -0.183  -0.17
19 C -0.679 -0.031 -1.033  -0.18
20 C 0.735 -0.155 -0.478  -0.18
21 N 1.365 1.151 -0.437  -0.18
22 C 2.754 1.092 -0.024  -0.18
23 C 3.655 0.560 -1.150  -0.19
24 O 5.013 0.860 -0.935  -0.12
25 C 5.711 -0.018 -0.061  -0.36
26 C 6.866 0.771 0.557  -0.14
27 C 7.692 -0.113 1.485  -0.20
28 C 8.229 -1.328 0.734  -0.21
29 C 7.079 -2.121 0.120  -0.20
30 C 6.258 -1.237 -0.813  -0.14
31 H 5.433 -1.810 -1.243  0.11
32 H 6.881 -0.879 -1.636  0.13
33 H 7.469 -2.977 -0.434  0.11
34 H 6.436 -2.502 0.917  0.11
35 H 8.799 -1.965 1.413  0.11
36 H 8.902 -0.995 -0.059  0.11
37 H 8.520 0.464 1.900  0.11
38 H 7.068 -0.449 2.317  0.11
39 H 6.462 1.626 1.100  0.12
40 H 7.488 1.153 -0.254  0.12
41 H 5.041 -0.361 0.741  0.15
42 H 3.380 1.071 -2.076  0.13
43 H 3.514 -0.518 -1.289  0.11
44 H 3.087 2.109 0.198  0.13
45 H 2.882 0.486 0.891  0.12
46 C 0.575 2.020 0.416  -0.18
47 C -0.839 2.146 -0.140  -0.18
48 H -1.418 2.802 0.510  0.11
49 H -0.789 2.597 -1.146  0.13
50 H 1.042 3.007 0.438  0.12
51 H 0.520 1.632 1.448  0.13
52 H 1.315 -0.811 -1.129  0.12
53 H 0.687 -0.607 0.529  0.13
54 H -1.145 -1.019 -1.055  0.12
55 H -0.623 0.356 -2.065  0.13
56 H -3.178 -0.124 -0.822  0.11
57 H -2.977 1.484 -1.548  0.13
58 H -3.544 0.986 1.422  0.13
59 H -8.425 -1.127 2.059  0.11
60 H -6.880 -1.934 1.781  0.11
61 H -8.813 -0.987 -0.380  0.11
62 H -8.538 -2.665 0.100  0.11

Its molecular weight is 338.54 g/mol. Its HOMO energy is -0.3190 hartree. For the orbital gap, the calculation gives 0.353 Ha.

***

Arrangement b

Formula: C20H38N2O2
Source: OMol25
Level of theory: ωB97M-V with the def2-TZVPD basis set

Each line ends with the Löwdin charge.
Cartesian coordinates (Å):
1 C 5.003 -0.112 -0.957  -0.21
2 C 4.943 -0.408 -2.453  -0.20
3 C 3.510 -0.303 -2.964  -0.14
4 H 3.134 0.712 -2.828  0.12
5 H 3.464 -0.536 -4.029  0.12
6 C 2.589 -1.258 -2.205  -0.36
7 C 2.656 -0.957 -0.703  -0.15
8 C 4.089 -1.064 -0.193  -0.20
9 H 4.115 -0.834 0.874  0.11
10 H 4.443 -2.090 -0.322  0.12
11 H 2.280 0.056 -0.544  0.12
12 H 2.014 -1.647 -0.152  0.11
13 H 2.917 -2.297 -2.381  0.16
14 O 1.280 -1.087 -2.723  -0.13
15 C 0.418 -2.184 -2.536  -0.20
16 H 0.804 -3.058 -3.087  0.13
17 C -0.977 -1.820 -3.071  -0.16
18 N -1.821 -1.028 -2.207  -0.17
19 C -1.272 0.265 -1.849  -0.17
20 C -2.365 1.102 -1.191  -0.17
21 N -2.831 0.435 0.011  -0.19
22 C -3.781 1.226 0.774  -0.17
23 C -3.147 2.381 1.566  -0.19
24 O -2.507 2.007 2.758  -0.10
25 C -1.147 1.603 2.670  -0.35
26 C -0.999 0.086 2.539  -0.14
27 C 0.475 -0.305 2.519  -0.20
28 C 1.179 0.176 3.783  -0.21
29 C 1.031 1.687 3.927  -0.20
30 C -0.441 2.085 3.940  -0.14
31 H -0.544 3.168 4.021  0.12
32 H -0.945 1.638 4.799  0.12
33 H 1.511 2.024 4.849  0.11
34 H 1.532 2.180 3.090  0.11
35 H 2.238 -0.093 3.748  0.10
36 H 0.737 -0.316 4.653  0.11
37 H 0.568 -1.390 2.430  0.11
38 H 0.955 0.145 1.646  0.10
39 H -1.493 -0.235 1.622  0.08
40 H -1.500 -0.385 3.388  0.13
41 H -0.683 2.084 1.795  0.15
42 H -3.957 3.048 1.880  0.12
43 H -2.460 2.953 0.928  0.11
44 H -4.565 1.648 0.120  0.12
45 H -4.263 0.566 1.499  0.12
46 C -3.372 -0.863 -0.355  -0.18
47 C -2.282 -1.705 -1.014  -0.18
48 H -1.473 -1.862 -0.279  0.12
49 H -2.693 -2.678 -1.294  0.12
50 H -4.219 -0.762 -1.056  0.13
51 H -3.723 -1.367 0.549  0.12
52 H -3.192 1.248 -1.909  0.13
53 H -1.959 2.080 -0.929  0.11
54 H -0.427 0.172 -1.149  0.12
55 H -0.917 0.756 -2.755  0.13
56 H -0.836 -1.259 -3.999  0.13
57 H -1.516 -2.743 -3.299  0.12
58 H 0.352 -2.462 -1.475  0.11
59 H 5.579 0.292 -2.998  0.11
60 H 5.320 -1.417 -2.637  0.11
61 H 4.684 0.917 -0.779  0.11
62 H 6.029 -0.213 -0.598  0.11

Its molecular weight is 338.54 g/mol. Its HOMO energy is -0.3083 hartree. For the orbital gap, the calculation gives 0.342 Ha.

***

Going by the energies, arrangement b is most stable and the next is 0.122 eV up.

***

Arrangement a

Formula: C3H12NS
Source: OMol25
Level of theory: ωB97M-V with the def2-TZVPD basis set

Each line ends with the Löwdin charge.
Cartesian coordinates (Å):
1 C -2.279 0.996 0.970  -0.03
2 N -1.206 1.270 -0.049  0.07
3 H -2.516 -0.064 0.956  0.10
4 H -1.808 1.126 1.942  0.10
5 H -3.162 1.574 0.749  0.10
6 H -1.582 1.115 -0.992  0.16
7 H -0.439 0.510 0.132  0.00
8 H -0.954 2.255 -0.019  0.16
9 C 2.357 0.202 -0.288  -0.34
10 S 1.059 -0.695 0.642  0.80
11 C 0.743 -2.084 -0.480  -0.37
12 H 3.295 -0.176 0.110  0.04
13 H 2.119 1.256 -0.305  0.03
14 H 2.374 -0.105 -1.330  0.04
15 H -0.173 -2.582 -0.159  0.04
16 H 0.626 -1.807 -1.524  0.05
17 H 1.547 -2.791 -0.356  0.04

Its total charge is +1. Its molecular weight is 94.20 g/mol. Its HOMO energy is -0.4854 hartree. For the orbital gap, the calculation gives 0.362 Ha.

***

Arrangement b

Formula: C3H12NS
Source: OMol25
Level of theory: ωB97M-V with the def2-TZVPD basis set

Each line ends with the Löwdin charge.
Cartesian coordinates (Å):
1 C -2.684 0.259 -0.746  -0.08
2 N -1.519 1.166 -1.057  0.04
3 H -2.616 -0.196 0.326  0.10
4 H -2.801 -0.652 -1.434  0.12
5 H -3.650 0.839 -0.851  0.11
6 H -1.638 2.097 -0.641  0.15
7 H -0.569 0.638 -0.688  0.01
8 H -1.283 1.325 -2.118  0.21
9 C 0.024 -1.214 1.120  -0.40
10 S 1.038 -0.371 -0.122  0.77
11 C 2.468 0.375 0.868  -0.34
12 H -1.037 -1.196 0.811  0.00
13 H 0.436 -2.270 1.250  0.07
14 H 0.148 -0.788 2.125  0.05
15 H 2.890 0.923 0.024  0.01
16 H 3.102 -0.509 1.270  0.07
17 H 2.196 1.041 1.815  0.09

Its total charge is +1. Its molecular weight is 94.20 g/mol. Its HOMO energy is -0.4794 hartree. For the orbital gap, the calculation gives 0.357 Ha.

***

Going by the energies, arrangement a is most stable and the next is 0.886 eV up.

***

Arrangement a

Formula: C3H12NS
Source: OMol25
Level of theory: ωB97M-V with the def2-TZVPD basis set

Each line ends with the Löwdin charge.
Cartesian coordinates (Å):
1 C 0.706 0.142 -2.480  -0.03
2 N 0.152 -1.072 -1.800  0.08
3 H -0.010 0.958 -2.408  0.10
4 H 1.657 0.279 -1.937  0.10
5 H 0.884 -0.106 -3.555  0.12
6 H -0.438 -1.583 -2.468  0.16
7 H -0.450 -0.780 -0.971  0.00
8 H 0.892 -1.709 -1.476  0.17
9 C 1.190 1.213 1.449  -0.13
10 C 0.341 -0.108 1.599  -0.59
11 S -1.266 0.047 0.788  0.75
12 H 0.636 2.058 1.873  0.08
13 H 1.331 1.342 0.318  0.07
14 H 2.150 1.103 1.901  0.06
15 H 0.767 -1.054 1.197  0.06
16 H 0.190 -0.213 2.677  0.07
17 H -1.840 -1.028 1.436  -0.07

Its total charge is +1. Its molecular weight is 94.20 g/mol. Its HOMO energy is -0.4985 hartree. For the orbital gap, the calculation gives 0.369 Ha.

***

Arrangement b

Formula: C3H12NS
Source: OMol25
Level of theory: ωB97M-V with the def2-TZVPD basis set

Each line ends with the Löwdin charge.
Cartesian coordinates (Å):
1 C 1.626 -0.983 2.432  0.04
2 N 1.404 0.278 1.529  0.12
3 H 0.580 -1.219 2.790  0.11
4 H 1.716 -1.778 1.654  0.12
5 H 2.229 -0.497 3.198  0.11
6 H 1.032 1.144 2.012  0.20
7 H 0.929 -0.100 0.722  0.05
8 H 2.235 0.590 1.039  0.15
9 C -1.373 -0.012 -0.353  -0.34
10 S -0.104 0.827 -1.608  0.64
11 C -1.272 0.579 -3.095  -0.36
12 H -2.366 0.061 -0.609  0.00
13 H -1.350 0.444 0.609  0.00
14 H -0.917 -0.998 -0.233  0.02
15 H -1.371 1.466 -3.615  -0.02
16 H -0.696 -0.087 -3.873  0.08
17 H -2.304 0.282 -2.598  0.07

Its total charge is +1. Its molecular weight is 94.20 g/mol. Its HOMO energy is -0.4488 hartree. For the orbital gap, the calculation gives 0.308 Ha.

***

Going by the energies, arrangement a is most stable and the next is 2.079 eV up.